Record 1
C33H37BiGeIN2O3 | ωB97M-V with the def2-TZVPD basis set

Structure (XYZ):
```
78
C33H37BiGeIN2O3, DFT ωB97M-V with the def2-TZVPD basis set
C -2.4558 4.8310 3.3175
H 1.6905 -7.5445 2.2292
C -0.4372 2.1111 1.7010
H 1.5127 0.0471 3.9636
H -2.8955 5.0549 4.2788
H 5.5978 -2.8984 1.0891
C 1.5482 -5.8946 0.8230
H -3.8074 -6.7374 -0.7108
H -4.4614 0.9066 -4.9033
H 2.2342 -5.9981 2.8741
C -2.9738 -6.4415 -1.3472
H -1.6216 2.9600 3.9583
H -4.9955 -0.0319 1.7069
H 1.4976 -4.5162 -1.5564
H -2.1441 6.1350 0.2075
H 2.3343 -3.9576 1.3472
C 1.3737 -0.3074 2.9436
H -1.9968 0.8965 -4.7453
C 2.2791 -4.6062 0.4712
H -1.9161 -2.7097 1.2693
H 3.2445 -6.8829 1.7370
H -3.3736 -5.8192 -2.1479
H -0.7343 -2.6687 -1.7785
C -1.9234 -5.6876 -0.5461
H -2.9766 -3.8157 -0.6626
C -4.7406 0.5888 -2.8181
C -2.6008 5.7214 2.2617
C 4.2929 -2.5777 2.7601
C -4.9337 0.2453 -0.3988
O 2.1862 -0.1482 0.1466
C -1.3249 4.2630 0.8438
Bi 0.0156 -0.3364 0.1691
Ge -0.0626 -3.0054 -0.4266
H -1.5027 -6.3367 0.2264
H -2.5492 -0.1951 1.9308
C 4.6985 -2.4077 1.4292
H -1.0822 -5.4276 -1.2068
H -5.8205 0.6174 -2.8690
N -0.3037 1.2914 2.7179
O 4.2586 -1.4258 -0.7427
C -1.7451 3.6578 3.1422
C -1.1786 3.3709 1.9027
C -2.5849 0.7374 -3.8541
C -2.1652 0.0954 -0.1497
H 2.3339 -3.0561 -1.0607
H 0.5056 -5.6800 1.0798
H -3.1533 6.6395 2.4039
H 5.4339 -3.0913 -1.1552
C 1.6725 -3.8499 -0.7041
C -2.9720 -0.0341 0.9463
I 0.1217 0.6535 -2.6502
N 0.3983 0.1907 2.2795
H 3.3148 -4.8532 0.2198
C 2.2143 -6.6236 1.9809
C 2.3807 -1.1647 2.3450
C -2.0349 5.4386 1.0271
H 2.8571 -2.0565 4.2453
H 4.8910 -3.1828 3.4248
C -4.3758 0.0558 0.8266
C -2.4909 -4.4320 0.1006
C -1.4441 -3.5949 0.8370
O 0.0228 1.8520 0.5112
C -1.9823 0.5396 -2.6444
H 6.3255 -1.6112 -0.7043
C -3.9927 0.7511 -3.9420
C 5.4555 -2.0014 -1.2368
H -0.8779 4.0311 -0.1121
H -2.5637 -7.3434 -1.7974
C 2.7820 -0.9638 1.0041
H -0.9834 -4.1444 1.6579
H -6.0069 0.3031 -0.5107
C -2.7132 0.3316 -1.4397
C 3.9616 -1.6324 0.5615
H 1.5128 -6.5438 -0.0571
H 5.5133 -1.7159 -2.2835
C 3.1592 -1.9620 3.2112
H -3.2760 -4.7128 0.8083
C -4.1304 0.3858 -1.5572
```

## Properties
* orbital gap: 0.248 hartree
* ΔE to the lowest compared entry with this formula, charge and spin: 2.962 eV
* charge: +1
* HOMO energy: -10.632 eV
* DFT total energy: -4203.8269 hartree
* 2S+1: 1
* LUMO: -3.9 eV

These are the Mulliken partial charges, in e, on atoms 1 to 4: -0.73 0.44 0.65 0.50

=====

Record 2
C33H37Br2Cl2KNO6PS2 | ωB97M-V with the def2-TZVPD basis set

Structure (XYZ):
```
85
C33H37Br2Cl2KNO6PS2, DFT ωB97M-V with the def2-TZVPD basis set
S 0.2158 0.6516 -3.2769
H 0.2495 -1.1438 -4.8870
N 1.4433 3.7871 -2.8078
C -4.0290 -4.6359 2.1973
H 0.5681 0.4461 -5.6475
C 1.5139 -2.9457 1.3455
H 1.0605 5.6444 -1.8626
H 4.7440 1.9492 1.9398
H -0.7929 -3.9680 2.8238
C -3.0120 0.7389 4.0158
H 3.4715 0.8422 -2.7272
H -0.5415 1.5141 1.1340
H 1.0578 2.8171 -2.8638
H -5.3614 -3.4929 0.9867
C 4.5192 0.3660 0.4789
C 0.8404 -1.8475 3.4000
C 4.4697 1.6973 0.9231
C -2.6572 2.0581 3.7307
H -1.4855 3.3524 2.4746
H 1.6224 4.0487 -0.0114
C 2.8158 -3.2490 3.3656
C -1.7670 -3.8110 2.3942
C 4.9523 -0.7362 1.3994
C 4.0649 2.7143 0.0539
C 0.6534 4.6115 -1.8823
H -3.0668 2.8687 4.3194
H 4.1341 -1.4799 1.5013
C -2.7406 -4.7613 2.7035
Br -3.6175 2.5920 -1.7021
C 0.0099 2.6780 -0.3933
H 4.0312 3.7361 0.4100
H 5.2023 -0.3484 2.4100
H -2.7769 -1.3145 3.5268
P -0.9372 -1.4581 1.1552
H -3.6954 0.5286 4.8283
H 2.0975 -2.2118 5.1101
K -2.1676 0.3098 -0.7176
C 3.7012 2.4115 -1.2640
O -4.8796 -1.3821 -0.2921
H 3.2910 -4.1563 1.4712
C -2.3889 -2.5406 -4.1844
H 1.3589 -3.1558 0.2951
C -2.4839 -0.3107 3.2591
H 2.3560 0.6185 -2.2071
C -2.0746 -2.7097 1.5680
H -0.3845 4.6812 -2.2741
H -4.7804 -5.3760 2.4408
C -0.0335 -0.0887 -4.9087
O 3.8877 3.6071 -3.7383
H -0.0188 4.7315 0.1747
H 0.1676 -1.2068 3.9526
C 3.7501 1.0856 -1.7098
H 4.1919 -0.9545 -1.2018
C -1.2352 1.2836 1.9315
C -4.3526 -3.5606 1.3727
C -1.7670 2.3301 2.6913
C 1.9822 0.2744 -3.1743
Br -4.9952 0.1820 -1.2353
H 5.8508 -1.2385 0.9834
Cl -2.3012 -1.4129 -2.8129
H 3.6622 -3.6884 3.8779
O -0.4893 -0.2149 -2.2759
C 0.6048 4.0556 -0.4481
C -1.5967 -0.0507 2.1945
C 1.9338 -2.4163 4.0601
O 3.5729 5.1192 -1.9319
H -2.4931 -5.5998 3.3421
H -1.7636 -2.1588 -5.0175
Cl -4.0760 -2.6835 -4.7269
S 3.1681 3.7070 -2.3851
C -3.3810 -2.5964 1.0507
O 0.6602 1.7452 0.0506
O -1.2480 2.4676 -0.8251
C -3.6534 -1.5372 0.2327
H 2.1393 -0.8033 -3.2610
H -2.0163 -3.5366 -3.8686
C 0.6195 -2.1155 2.0372
H -5.7187 1.9209 -2.8798
H -1.0902 -0.0024 -5.1723
C 4.1579 0.0673 -0.8436
H -0.6097 1.0045 0.7822
H -6.0559 2.4453 -1.1680
C -5.3785 1.9269 -1.8453
H 2.5135 0.7965 -3.9735
C 2.6066 -3.5126 2.0088
```

## Properties
* orbital gap (spin up / spin down): 0.107 / 0.129 hartree
* charge: -2
* HOMO energy (spin up / spin down): 0.796 / 0.186 eV
* DFT total energy: -9591.3381 hartree
* 2S+1: 1
* LUMO (spin up / spin down): 3.7 / 3.7 eV

These are the Mulliken partial charges, in e, on atoms 1 to 4: 0.59 0.31 -0.21 -0.44

=====

Record 3
C33H37F7N6NiO7S3Te | ωB97M-V with the def2-TZVPD basis set

Structure (XYZ):
```
95
C33H37F7N6NiO7S3Te, DFT ωB97M-V with the def2-TZVPD basis set
C 1.9212 10.4126 0.5484
C 2.2547 2.0796 -0.0399
C 4.9531 5.2159 1.5998
C -4.1130 1.8552 -1.5613
H 0.8554 9.5286 -1.1456
C -3.6178 -3.2846 2.6870
F -4.3471 3.0399 -0.9713
F -4.1901 2.0685 -2.8777
H 5.5160 -3.9832 0.0413
H -4.0480 -2.8956 1.7621
N -1.5288 -2.0526 2.4806
C 1.9955 6.2822 0.3484
O 3.2576 -0.0992 -0.0286
O -0.6235 -1.7632 -2.5911
H 4.4937 5.9016 -0.4113
S 0.5159 -0.4337 2.2326
F -1.6381 6.6676 0.2309
C -0.2035 -1.9358 2.2661
C 1.4212 -5.2009 -0.3625
C 2.4571 -4.4179 0.1769
C 1.0355 -5.3084 2.9218
C 2.2655 0.5832 -0.3398
C 3.3394 2.8820 -0.1571
C 0.7378 6.9148 0.3854
H 1.7871 11.3489 0.0044
C -0.3143 4.7403 0.2971
C -3.1228 -2.4408 -2.1407
H -1.2416 8.9828 -0.0296
H 2.3154 8.6515 -0.6817
C 0.0745 -4.2368 2.5433
N 0.5785 -3.0254 2.1543
F -3.4621 -2.2930 -3.4235
H 5.8731 5.7951 1.6464
H 1.3033 11.1801 2.4029
C 4.5664 4.9584 0.1412
H 2.9462 -9.1352 0.5807
H 2.8724 6.9049 0.4258
H -1.1956 4.1249 0.2560
C 3.8688 -6.3836 0.1920
N 1.0759 10.4145 1.7658
C 3.7000 -5.0215 0.4104
C -2.1350 -3.2799 2.5936
C 2.9949 -8.6642 -0.4017
C 0.0809 -4.6224 -0.7090
O -0.0045 2.0408 0.7754
H 0.1745 -3.6769 -1.2443
H 3.9582 -8.9147 -0.8412
C 2.1093 4.8938 0.2207
H 4.8370 -6.8265 0.3857
C -0.3944 6.1092 0.2919
H -0.4879 -5.3155 -1.3246
O -1.4612 -1.6358 -0.2846
S -2.4369 1.1700 -1.0218
H 0.8018 -7.1606 -0.9297
C -0.6012 8.9411 0.8591
Ni -0.6074 0.2714 0.0669
C 0.9921 2.6700 0.3488
C 4.8771 -4.2295 0.8878
H 2.2110 -9.0924 -1.0206
H 4.3040 2.4709 -0.4193
H 4.5367 -3.2960 1.3368
H -1.7059 -5.3515 2.9260
Te 2.0473 -2.3138 0.6926
H 5.4681 -4.8004 1.6011
C 1.6192 -6.5635 -0.5509
O -1.5793 2.2779 -1.2929
C -1.3009 -4.3752 2.7100
F -4.1799 -2.0681 -1.4006
C -0.3531 10.3743 1.3787
H 5.3410 4.3544 -0.3366
H 4.1628 5.7583 2.1156
F -5.1290 1.0504 -1.2325
H 0.4960 -6.2078 3.2065
N -2.3438 -0.0031 -2.0431
C 1.4587 9.1935 -0.2904
H -2.0733 -1.2004 2.3818
S -1.6365 -1.3439 -1.6908
H 1.6233 -4.9604 3.7727
O -2.6946 0.7783 0.3424
H 5.1026 4.2676 2.1103
C 2.8272 -7.1792 -0.2592
O 1.2410 0.1302 -0.9117
N 0.6928 8.3321 0.5941
H 2.9676 10.3256 0.8474
H 1.2453 9.4800 2.1899
H 1.7332 -5.5323 2.1189
F -2.9609 -3.7576 -1.9339
H -0.5353 11.1328 0.6141
N 3.3119 4.2450 0.0460
C 0.9377 4.1127 0.2816
H -0.9845 10.5956 2.2400
H -0.5087 -4.4381 0.1877
H -3.9858 -4.2922 2.8579
H -3.9453 -2.6454 3.5097
H -1.1187 8.3555 1.6189
```

## Properties
* orbital gap (spin up / spin down): 0.070 / 0.070 hartree
* ΔE to the lowest compared entry with this formula, charge and spin: 2.158 eV
* HOMO energy (spin up / spin down): -3.298 / -3.288 eV
* DFT total energy: -5804.6277 hartree
* 2S+1: 1
* LUMO (spin up / spin down): -1.4 / -1.4 eV

These are the Mulliken partial charges, in e, on atoms 1 to 4: -0.73 -0.16 -1.09 0.48

=====

What is the DFT total energy in the third record?
-5804.6277 hartree

=====

Which of these has the highest DFT total energy?
C33H37BiGeIN2O3

=====

2S+1 of number 2 (C33H37Br2Cl2KNO6PS2)?
1